No. 1
{
  "formula": "C6H6OS",
  "method": "wB97M-V/def2-TZVPD",
  "species": ["C", "C", "C", "C", "C", "C", "O", "S", "H", "H", "H", "H", "H", "H"],
  "coordinates": [[0.8597, -1.3395, -0.4234], [2.1601, -1.6188, -0.2252], [0.6830, 0.1078, -0.1980], [1.7817, 0.8154, 0.0451], [-0.6027, 0.7312, -0.5822], [-2.2398, 0.9634, 1.1030], [-1.6457, 0.2588, 0.2171], [3.0739, -0.2473, 0.2399], [-0.0708, -1.8484, -0.7444], [2.5665, -2.5961, -0.1883], [-0.5970, 1.8565, -0.5169], [-0.8581, 0.4057, -1.5717], [-3.0695, 0.4641, 1.5192], [-2.0413, 2.0470, 1.3259]],
  "forces_ev_per_angstrom": [[-1.01, 2.75, 0.23], [-0.46, -0.53, 0.37], [-1.41, -0.05, -1.33], [0.19, -1.39, 0.46], [-0.39, 1.77, 0.48], [-0.90, 3.16, 2.42], [0.80, -2.38, -1.96], [1.81, -0.02, 0.11], [1.25, -0.38, 0.34], [0.71, -0.59, -0.14], [0.24, -1.02, -0.26], [-0.09, 0.15, -0.76], [-0.79, -0.22, 0.61], [0.05, -1.26, -0.58]],
  "nbo_charge": [-0.2412, -0.4079, -0.2380, -0.0211, -0.0708, -0.1197, -0.4782, 0.4034, 0.2437, 0.2378, 0.1893, 0.1949, 0.1583, 0.1495],
  "relative_energy_kj_mol": 488.21,
  "total_energy_ha": -705.44031
}



No. 2
{
  "formula": "C6H6OS",
  "method": "wB97M-V/def2-TZVPD",
  "species": ["C", "C", "C", "C", "S", "C", "O", "C", "H", "H", "H", "H", "H", "H"],
  "coordinates": [[-0.6843, 2.3981, -0.2094], [-0.0817, 1.2381, -0.0977], [0.1655, -0.3201, -0.0450], [-1.1332, -1.0036, -0.2156], [-2.6248, -0.3852, 0.1938], [1.2780, -1.1266, -0.2708], [2.5803, -0.7942, 0.0606], [2.8052, 0.5566, 0.2642], [-1.2503, 3.3086, -0.2651], [-0.9648, -2.0369, -0.1731], [1.1071, -2.1626, -0.5959], [3.8617, 0.8104, 0.3275], [2.1467, 0.8469, 1.2103], [2.3569, 1.2957, -0.6431]],
  "forces_ev_per_angstrom": [[3.94, -7.84, 0.81], [-2.91, 4.59, -0.23], [-0.80, 2.47, -2.32], [-0.81, 1.92, 2.37], [1.52, -0.91, -0.99], [0.35, 1.97, 1.74], [-1.70, -1.71, -2.00], [-2.93, 3.84, -0.10], [0.35, -0.17, 0.00], [-0.31, -1.76, -0.67], [0.48, 0.49, 0.49], [-0.10, -0.54, 0.37], [1.78, -0.13, -1.71], [1.13, -2.23, 2.26]],
  "nbo_charge": [-0.2150, -0.0597, -0.2565, -0.2564, 0.0280, 0.2446, -0.4700, -0.2731, 0.2510, 0.1846, 0.2153, 0.2119, 0.1970, 0.1982],
  "relative_energy_kj_mol": 466.78,
  "smiles": "C#C/C(C=S)=C\\OC",
  "total_energy_ha": -705.44847
}



No. 3
{
  "formula": "C6H6OS",
  "method": "wB97M-V/def2-TZVPD",
  "species": ["C", "O", "C", "C", "C", "C", "C", "S", "H", "H", "H", "H", "H", "H"],
  "coordinates": [[0.5917, -1.7361, -0.5799], [0.2164, -2.5020, 0.4714], [-0.4521, -1.6719, 1.3251], [-0.4446, -0.4164, 0.8754], [0.1834, -0.4427, -0.4354], [0.0151, 0.8881, -1.1497], [0.0202, 1.9587, 0.1580], [-1.0375, 1.1825, 1.4371], [1.2596, -2.2492, -1.2852], [-0.8978, -2.1319, 2.2025], [0.8304, 1.1459, -1.7377], [-1.0019, 1.1392, -1.5414], [1.0081, 1.9045, 0.4472], [-0.2909, 2.9312, -0.1874]],
  "forces_ev_per_angstrom": [[0.78, 0.34, -1.06], [-0.20, 0.43, 0.14], [-0.27, -0.75, 1.23], [-0.41, 0.82, -0.53], [-0.98, 0.23, 0.52], [-1.57, 1.15, 3.57], [-1.41, -2.35, -2.52], [0.47, -0.63, -0.77], [-0.70, 0.40, 0.22], [0.33, 0.09, -0.26], [1.14, 0.56, -1.53], [0.93, -1.05, -0.38], [2.11, 0.49, 1.09], [-0.20, 0.27, 0.28]],
  "nbo_charge": [0.1026, -0.4012, 0.0645, -0.2418, -0.1518, -0.3974, -0.4903, 0.2382, 0.2075, 0.2082, 0.2158, 0.2245, 0.1980, 0.2232],
  "relative_energy_kj_mol": 68.65,
  "smiles": "c1occ2c1CCS2",
  "total_energy_ha": -705.60011
}